Record 1
Below is a 5-piece molecular cluster, C6H20IO6 overall at a distorted geometry, with properties calculated with the ωB97M-V functional and the def2-TZVPD basis.

Last column: Mulliken charge in e.
Element x y z (Å)
I: -9.6164 -29.0697 -22.6220  -0.64
O: -8.3599 -22.5032 -22.3156  -0.55
O: -9.6762 -32.0906 -20.7072  -0.51
O: -9.8999 -27.8452 -19.1169  -0.42
O: -13.0444 -30.2443 -22.3912  -0.45
O: -9.2116 -25.3516 -23.4726  -0.54
O: -10.7489 -30.1464 -17.7764  -0.58
C: -10.5008 -26.5629 -19.0714  -0.47
C: -13.5848 -29.2043 -21.6330  -0.25
C: -9.5415 -31.4655 -19.4293  -0.42
C: -7.5630 -23.6394 -22.7062  -0.46
C: -8.2999 -24.9332 -22.5109  -0.13
C: -10.9368 -30.8915 -18.9051  0.33
H: -8.8587 -24.8506 -21.5786  0.10
H: -9.2041 -22.5659 -22.7685  0.31
H: -9.3568 -26.2978 -23.3994  0.18
H: -9.1201 -32.1468 -18.6902  0.29
H: -9.8052 -28.0180 -20.0564  0.08
H: -9.8120 -31.3630 -21.3187  0.15
H: -7.5357 -25.6983 -22.3747  0.36
H: -13.6474 -28.2842 -22.2140  0.26
H: -12.8634 -28.9612 -20.8529  -0.09
H: -11.5578 -26.6216 -19.3314  0.28
H: -9.9879 -25.7932 -19.6481  0.06
H: -8.8030 -30.6760 -19.5685  0.28
H: -11.5811 -31.7437 -18.6893  0.32
H: -7.2994 -23.5723 -23.7617  0.28
H: -10.4534 -26.1203 -18.0765  0.30
H: -10.3738 -29.3042 -18.0439  0.48
H: -14.5972 -29.4099 -21.2852  0.24
H: -12.1863 -29.9056 -22.6566  0.16
H: -6.5861 -23.6241 -22.2227  0.34
H: -11.3729 -30.2335 -19.6568  -0.27

## Properties
Relative energy (zero: lowest compared OMol25 entry of this formula, charge and spin) (eV): 0.562
DFT total energy (a.u.): -989.78899
HOMO-LUMO gap (eV): 8.15
Molar mass (Da): 315.12
Total charge: -1


Record 2
Below is one molecule with the formula CH3BrO2S at a distorted geometry, with properties calculated with the ωB97M-V functional and the def2-TZVPD basis.

Last column: Mulliken charge in e.
Element x y z (Å)
Br: -1.7785 0.5293 -2.0154  -0.16
S: -1.2492 -0.9661 -0.3961  0.62
O: -0.1675 -1.7297 -0.9364  -0.45
O: -0.6489 0.0551 0.7248  -0.25
C: 0.7037 0.4520 0.6630  -0.54
H: 1.0495 0.6075 1.6824  0.23
H: 0.7892 1.3802 0.0938  0.27
H: 1.3017 -0.3283 0.1839  0.29

## Properties
Relative energy (zero: lowest compared OMol25 entry of this formula, charge and spin) (eV): 0.043
DFT total energy (a.u.): -3162.55943
HOMO-LUMO gap (eV): 10.24
Molar mass (Da): 159.00
Total charge: 0